Entry a
This record from the Open Molecules 2025 dataset describes 2 unconnected molecules or ions with the total composition C5H17N2O. The level of theory is wB97M-V/def2-TZVPD.

Geometry as ORCA input:
```
! RIJCOSX wB97M-V def2-TZVPD def2/J DEFGRID3
* xyz 1 1
N -0.957 -1.589 0.575
C -0.871 -0.495 1.643
C -0.068 -1.032 2.862
C -0.054 0.797 1.121
N -0.569 1.206 -0.145
C 0.582 1.215 -1.150
C 0.149 1.760 -2.558
H -1.681 -2.314 0.797
H -1.065 -0.958 -0.252
H -0.136 -2.158 0.508
H -1.937 -0.078 1.856
H 0.023 0.021 3.524
H 0.969 -1.414 2.549
H -0.421 -1.784 3.476
H -0.334 1.500 1.907
H 1.065 0.807 1.145
H -1.013 2.031 0.034
H 1.490 1.762 -1.034
H 0.925 0.167 -1.426
H -0.759 1.238 -2.871
H 1.016 1.442 -3.360
H 0.005 2.813 -2.715
H 2.001 -1.448 -2.204
H 0.522 -1.907 -2.511
O 1.119 -1.583 -1.771
*
```

Calculated values
M	121.20	g mol⁻¹


Entry b
This record from the Open Molecules 2025 dataset describes 2 unconnected molecules or ions with the total composition C5H17N2O. The level of theory is wB97M-V/def2-TZVPD.

Geometry as ORCA input:
```
! RIJCOSX wB97M-V def2-TZVPD def2/J DEFGRID3
* xyz 1 1
N -1.030 -0.518 1.114
C -0.179 -0.477 -0.157
C 0.505 0.820 -0.472
C -0.295 2.064 -0.793
C -1.310 1.883 -1.947
C 0.722 -1.718 -0.012
N -0.084 -2.909 -0.223
H -1.575 0.333 1.262
H -1.640 -1.332 1.043
H -0.381 -0.551 1.898
H -0.851 -0.750 -0.934
H 1.193 0.578 -1.291
H 1.279 0.987 0.292
H 0.420 2.820 -1.131
H -0.696 2.558 0.097
H -0.839 2.156 -2.891
H -2.267 2.326 -1.777
H -1.442 0.810 -2.120
H 1.510 -1.669 -0.711
H 1.161 -1.811 0.980
H -0.114 -3.274 -1.160
H 0.062 -3.647 0.438
H 2.122 -0.091 2.287
H 2.170 0.893 3.433
O 1.557 0.520 2.776
*
```

Calculated values
M	121.20	g mol⁻¹


Relative energies, kJ/mol: entry a 196.6; entry b 0.0.


Entry a
This record from the Open Molecules 2025 dataset describes 2 unconnected molecules or ions with the total composition C5H17N2O. The level of theory is wB97M-V/def2-TZVPD.

Geometry as ORCA input:
```
! RIJCOSX wB97M-V def2-TZVPD def2/J DEFGRID3
* xyz 1 1
C 0.168 2.163 0.073
C 0.277 0.859 0.870
C -0.223 -0.447 0.038
C 0.821 -1.513 -0.255
C 1.908 -1.011 -1.177
N 1.543 -1.698 -2.472
N -0.560 0.760 2.172
H 1.038 2.837 0.043
H 0.056 1.887 -1.050
H -0.666 2.761 0.217
H 1.425 0.624 1.189
H -1.132 -0.844 0.701
H -0.749 -0.078 -0.992
H 1.293 -1.837 0.720
H 0.250 -2.417 -0.685
H 3.030 -1.185 -0.887
H 1.866 0.011 -1.247
H 1.514 -2.653 -2.353
H 2.051 -1.438 -3.261
H -1.528 1.017 1.900
H -0.601 -0.205 2.497
H -0.144 1.358 2.845
H -3.840 0.085 0.137
H -3.348 1.449 0.095
O -3.136 0.611 0.617
*
```

Calculated values
M	121.20	g mol⁻¹


Entry b
This record from the Open Molecules 2025 dataset describes 2 unconnected molecules or ions with the total composition C5H17N2O. The level of theory is wB97M-V/def2-TZVPD.

Geometry as ORCA input:
```
! RIJCOSX wB97M-V def2-TZVPD def2/J DEFGRID3
* xyz 1 1
C -0.944 0.319 -1.296
C -0.842 0.592 0.105
C 0.099 -0.179 0.902
C 1.418 -0.416 0.109
C 2.289 0.860 -0.300
N 1.934 1.394 -1.683
N -2.371 0.350 0.664
H -1.299 -0.682 -1.495
H -1.439 0.987 -2.154
H 0.097 0.653 -1.816
H -0.591 1.652 0.463
H 0.512 0.383 1.870
H -0.447 -1.068 1.353
H 2.092 -1.024 0.737
H 1.279 -1.148 -0.697
H 3.304 0.615 -0.100
H 2.060 1.620 0.491
H 2.309 0.657 -2.340
H 2.291 2.260 -1.762
H -2.353 -0.438 1.267
H -2.691 1.089 1.231
H -2.934 0.246 -0.212
H -1.346 -3.267 0.984
H -0.891 -2.924 2.198
O -1.536 -2.529 1.479
*
```

Calculated values
M	121.20	g mol⁻¹


Entry c
This record from the Open Molecules 2025 dataset describes 4 unconnected molecules or ions with the total composition C5H17N2O. The level of theory is wB97M-V/def2-TZVPD.

Geometry as ORCA input:
```
! RIJCOSX wB97M-V def2-TZVPD def2/J DEFGRID3
* xyz 1 1
N -1.535 -3.658 -0.056
C -0.463 1.403 -1.625
C -0.240 2.309 -2.762
C -0.112 0.078 -1.575
N 0.293 -0.966 1.579
C 1.573 -0.576 1.107
C 1.962 0.839 1.731
H -1.654 -4.486 -0.630
H -1.890 -2.889 -0.611
H -2.129 -3.780 0.755
H -0.787 1.824 -0.663
H 0.592 2.128 -3.462
H 0.092 3.310 -2.443
H -1.186 2.525 -3.277
H 0.508 -0.318 -2.372
H -0.468 -0.525 -0.751
H 0.418 -1.431 2.481
H 2.321 -1.346 1.319
H 1.523 -0.473 0.012
H 2.238 0.659 2.773
H 1.059 1.450 1.635
H 2.845 1.256 1.251
H -1.802 1.358 1.724
H -0.466 -0.230 1.560
O -1.073 1.099 1.119
*
```

Calculated values
M	121.20	g mol⁻¹


Relative energies, kJ/mol: entry a 0.0; entry b 86.3; entry c 585.4.


Entry a
This record from the Open Molecules 2025 dataset describes 2 unconnected molecules or ions with the total composition C5H17N2O. The level of theory is wB97M-V/def2-TZVPD.

Geometry as ORCA input:
```
! RIJCOSX wB97M-V def2-TZVPD def2/J DEFGRID3
* xyz 1 1
C -1.687 -0.389 1.852
C -0.832 -1.413 1.077
C -0.301 -0.813 -0.252
C 1.073 -1.292 -0.531
C 1.852 -0.649 -1.726
N 1.442 0.879 -1.968
N -1.033 0.950 1.850
H -1.647 -0.835 2.880
H -2.724 -0.161 1.406
H -1.577 -2.127 0.803
H -0.114 -1.815 1.692
H -0.852 -1.009 -1.081
H -0.199 0.444 -0.356
H 1.241 -2.381 -0.974
H 1.730 -1.388 0.219
H 2.925 -0.746 -1.522
H 1.653 -1.126 -2.688
H 1.951 1.229 -2.732
H 1.539 1.436 -1.032
H -0.024 1.076 2.239
H -1.645 1.689 2.365
H -1.134 1.205 0.817
H -0.014 2.108 -1.198
H -1.191 2.867 -0.728
O -0.432 2.262 -0.412
*
```

Calculated values
M	121.20	g mol⁻¹


Entry b
This record from the Open Molecules 2025 dataset describes 2 unconnected molecules or ions with the total composition C5H17N2O. The level of theory is wB97M-V/def2-TZVPD.

Geometry as ORCA input:
```
! RIJCOSX wB97M-V def2-TZVPD def2/J DEFGRID3
* xyz 1 1
C -0.421 -1.579 -0.433
N -0.409 -0.644 -1.579
C -0.813 -1.310 -2.830
C -1.026 -0.867 0.794
N -0.737 0.571 0.839
C 0.638 0.890 1.406
C 0.418 1.613 2.750
H 0.589 -1.931 -0.209
H -1.035 -2.431 -0.715
H 0.430 -0.090 -1.575
H -1.691 -1.932 -2.684
H 0.074 -1.909 -3.106
H -1.036 -0.592 -3.612
H -0.788 -1.326 1.763
H -2.116 -1.007 0.759
H -1.459 1.053 1.383
H -0.895 0.966 -0.105
H 1.300 1.448 0.750
H 1.105 -0.081 1.604
H 0.370 2.690 2.688
H -0.388 1.167 3.338
H 1.220 1.309 3.444
H 1.624 1.661 -1.960
H 2.992 1.188 -1.425
O 2.052 1.141 -1.283
*
```

Calculated values
M	121.20	g mol⁻¹


Entry c
This record from the Open Molecules 2025 dataset describes 2 unconnected molecules or ions with the total composition C5H17N2O. The level of theory is wB97M-V/def2-TZVPD.

Geometry as ORCA input:
```
! RIJCOSX wB97M-V def2-TZVPD def2/J DEFGRID3
* xyz 1 1
N 0.259 0.453 -2.073
C -0.790 0.563 -0.975
C -0.921 2.142 -0.725
C -0.090 -0.116 0.254
N 0.174 -1.519 -0.239
C 1.467 -2.095 0.208
C -0.958 -2.614 0.127
H 0.419 -0.476 -2.366
H -0.057 1.091 -2.888
H 1.192 0.885 -1.932
H -1.711 0.102 -1.314
H -0.013 2.638 -0.736
H -1.566 2.516 -1.596
H -1.470 2.169 0.258
H 0.832 0.485 0.470
H -0.727 -0.156 1.080
H 1.844 -1.409 1.078
H 1.417 -3.071 0.800
H 2.384 -2.072 -0.476
H -0.596 -3.516 -0.456
H -1.771 -2.196 -0.408
H -0.851 -2.857 1.173
H 0.032 3.649 3.486
H 0.722 2.339 3.927
O 0.779 3.066 3.326
*
```

Calculated values
M	121.20	g mol⁻¹


Entry d
This record from the Open Molecules 2025 dataset describes 2 unconnected molecules or ions with the total composition C5H17N2O. The level of theory is wB97M-V/def2-TZVPD.

Geometry as ORCA input:
```
! RIJCOSX wB97M-V def2-TZVPD def2/J DEFGRID3
* xyz 1 1
C -1.384 0.490 -0.471
N -0.798 0.029 -1.712
C -0.330 1.092 -2.648
C -0.745 -0.291 0.757
N 0.647 -0.659 0.271
C 0.254 0.402 3.024
C -0.894 0.679 2.005
H -1.216 1.554 -0.243
H -2.440 0.539 -0.338
H -1.383 -0.714 -2.237
H 0.536 0.708 -3.228
H 0.031 1.989 -2.148
H -1.087 1.425 -3.398
H -1.342 -1.303 1.004
H 0.561 -1.137 -0.685
H 1.234 -1.345 0.817
H 1.107 0.218 0.205
H -0.172 0.371 4.038
H 1.079 1.128 2.950
H 0.769 -0.521 2.915
H -1.807 0.273 2.607
H -0.928 1.686 1.703
H 3.106 -1.593 -1.301
H 2.804 -2.890 -2.177
O 2.397 -2.128 -1.709
*
```

Calculated values
M	121.20	g mol⁻¹


Relative energies, kJ/mol: entry a 206.8; entry b 0.0; entry c 159.6; entry d 68.0.


Entry a
This record from the Open Molecules 2025 dataset describes 2 unconnected molecules or ions with the total composition C5H17N2O. The level of theory is wB97M-V/def2-TZVPD.

Geometry as ORCA input:
```
! RIJCOSX wB97M-V def2-TZVPD def2/J DEFGRID3
* xyz 1 1
C -1.269 1.376 0.285
N -0.024 2.046 -0.224
C 0.869 2.708 0.843
C -0.746 0.174 1.073
N -0.089 -0.775 0.072
C -0.787 -2.160 0.160
C 0.203 -3.288 0.179
H -1.845 1.039 -0.580
H -1.923 2.050 0.848
H -0.288 2.916 -0.684
H 0.644 2.306 1.819
H 0.701 3.778 0.829
H 1.910 2.457 0.570
H -1.474 -0.389 1.660
H 0.028 0.548 1.746
H 0.876 -0.948 0.330
H -0.108 -0.415 -0.893
H -1.588 -2.166 -0.573
H -1.297 -2.174 1.129
H 0.086 -3.970 1.027
H 0.285 -3.912 -0.705
H 1.228 -2.988 0.503
H 2.239 -0.230 -1.768
H 1.168 0.838 -1.763
O 1.343 -0.061 -2.114
*
```

Calculated values
M	121.20	g mol⁻¹


Entry b
This record from the Open Molecules 2025 dataset describes 3 unconnected molecules or ions with the total composition C5H17N2O. The level of theory is wB97M-V/def2-TZVPD.

Geometry as ORCA input:
```
! RIJCOSX wB97M-V def2-TZVPD def2/J DEFGRID3
* xyz 1 1
C -1.463 -0.363 0.819
N -2.741 0.220 0.364
C -3.250 -0.308 -0.913
C -0.314 -0.239 -0.114
N 2.290 -1.752 0.916
C 1.088 1.758 0.511
C 0.181 1.073 -0.547
H -1.729 -1.412 0.988
H -1.272 0.096 1.794
H -2.686 1.231 0.335
H -3.490 -1.366 -0.799
H -4.177 0.203 -1.157
H -2.542 -0.171 -1.730
H -0.265 -1.011 -0.885
H 2.427 -1.437 1.874
H 2.363 -2.760 0.902
H 1.355 -1.469 0.655
H 1.401 2.748 0.179
H 0.606 1.861 1.482
H 2.018 1.201 0.634
H 0.783 0.945 -1.447
H -0.644 1.757 -0.790
H 3.928 -0.119 -1.544
H 2.994 -0.734 -0.491
O 3.137 0.048 -1.037
*
```

Calculated values
M	121.20	g mol⁻¹


Entry c
This record from the Open Molecules 2025 dataset describes 2 unconnected molecules or ions with the total composition C5H17N2O. The level of theory is wB97M-V/def2-TZVPD.

Geometry as ORCA input:
```
! RIJCOSX wB97M-V def2-TZVPD def2/J DEFGRID3
* xyz 1 1
C 0.727 0.569 2.136
C 1.170 1.191 0.783
C 1.306 0.239 -0.384
C 0.036 0.422 -1.222
C 0.229 -0.045 -2.657
N 0.394 -1.528 -2.553
N -0.762 0.385 2.260
H 0.954 1.213 2.953
H 1.052 -0.552 2.391
H 2.196 1.620 0.956
H 0.507 1.988 0.330
H 2.204 0.595 -0.989
H 1.401 -0.753 -0.188
H -0.219 1.479 -1.255
H -0.677 -0.127 -0.669
H -0.563 0.167 -3.291
H 1.112 0.354 -3.056
H -0.458 -2.146 -2.934
H 0.603 -1.666 -1.581
H -1.178 1.248 2.125
H -1.057 -0.276 3.198
H -1.045 -0.152 1.339
H -3.352 -1.147 1.101
H -2.178 -1.765 0.212
O -2.402 -1.312 0.996
*
```

Calculated values
M	121.20	g mol⁻¹


Entry d
This record from the Open Molecules 2025 dataset describes 2 unconnected molecules or ions with the total composition C5H17N2O. The level of theory is wB97M-V/def2-TZVPD.

Geometry as ORCA input:
```
! RIJCOSX wB97M-V def2-TZVPD def2/J DEFGRID3
* xyz 1 1
N 0.361 1.102 0.969
C -0.843 0.475 0.205
C -0.319 -0.007 -1.148
C 0.144 -1.443 -1.148
C 0.475 -2.197 -2.413
C -1.566 -0.454 1.216
N -1.654 0.290 2.491
H 0.345 2.106 0.852
H 0.340 0.789 1.939
H 1.230 0.864 0.457
H -1.535 1.302 0.076
H 0.468 0.710 -1.418
H -0.991 0.294 -1.940
H -0.561 -2.066 -0.580
H 0.973 -1.520 -0.429
H 1.494 -1.958 -2.728
H -0.128 -1.950 -3.293
H 0.350 -3.279 -2.441
H -2.507 -0.598 0.671
H -1.216 -1.468 1.395
H -2.528 0.727 2.482
H -1.660 -0.374 3.256
H 2.639 2.311 -1.117
H 3.372 2.223 0.205
O 2.653 1.817 -0.288
*
```

Calculated values
M	121.20	g mol⁻¹


Relative energies, kJ/mol: entry a 70.4; entry b 301.9; entry c 204.1; entry d 0.0.